a) 16
Properties=species:S:1:pos:R:3 method="wB97M-V/def2-TZVPD" spin_multiplicity=1 orbital_gap_ev=9.25 smiles=Oc1ccccc1.O e_homo_ev=-8.59
C -3.39020 0.10935 -1.56642
C -2.05544 -0.31712 -1.22424
H -1.71808 5.24017 3.68922
H -4.99672 1.48464 -1.04218
O -2.36959 4.64990 4.13122
H -3.64624 2.80132 0.54439
H 0.40030 0.68688 0.58660
C -3.93003 1.24614 -0.93776
C -1.28349 0.41060 -0.31475
H -4.08763 -0.43430 -2.21730
C -1.82323 1.60734 0.29626
H -1.66561 -1.23976 -1.67409
H -3.24442 5.05598 3.93621
O 0.00000 0.00000 0.00000
H -1.17883 2.26141 0.89837
C -3.16140 1.94788 0.05228

---

b) 16
Properties=species:S:1:pos:R:3 method="wB97M-V/def2-TZVPD" spin_multiplicity=1 orbital_gap_ev=8.85 e_homo_ev=-8.64
H 2.14907 -1.62533 -1.48551
H -0.13419 1.06591 2.58230
H 0.93373 0.63053 -2.21852
C -0.88963 0.89232 1.84984
O 2.09784 -0.67746 -1.79907
C 0.94417 0.87122 -0.11841
H -1.73348 -0.84373 0.09818
C -0.32759 0.74613 0.33455
C 0.93769 0.07372 -1.36215
H -1.57830 1.89837 1.94217
O -1.86539 -0.30086 2.22354
C -0.06432 -0.83928 -1.29549
H 1.52903 1.46723 0.41327
H 0.04757 -2.11858 -1.75713
C -0.92970 -0.40613 -0.32005
H -1.09676 -0.67576 2.49970

---

a) takes first place; second place is 552.1 kJ/mol up.

---

a) 10
Properties=species:S:1:pos:R:3 method="wB97M-V/def2-TZVPD" spin_multiplicity=1 orbital_gap_ev=8.81 charge=+1 e_homo_ev=-14.49
C 2.37886 0.83812 -0.00147
N 1.61040 -1.36483 0.00099
N 2.32606 -0.32746 -0.00350
H -1.50827 -1.38686 -0.94832
H 2.84689 1.78795 -0.02501
C -0.22589 0.17839 0.04011
H -0.19092 1.23940 0.08670
C -1.05887 -1.07306 -0.01124
N 0.37386 -0.93856 0.02396
H -1.54969 -1.44643 0.88278

---

b) 10
Properties=species:S:1:pos:R:3 method="wB97M-V/def2-TZVPD" spin_multiplicity=1 orbital_gap_ev=9.77 smiles="[NH2+]=C=NN1C=C1" charge=+1 e_homo_ev=-14.07
H -2.88724 0.39560 -0.85330
C 2.20108 -0.04740 0.47115
C -1.08098 0.37563 0.00425
N 1.22048 0.65595 -0.36051
H -2.83426 -0.19583 0.77223
C 1.56561 -0.75788 -0.39904
N -2.32693 0.13320 -0.04738
H 1.29330 -1.61894 -0.95711
N -0.01113 0.85689 0.10448
H 2.86007 0.20278 1.26521

---

c) 10
Properties=species:S:1:pos:R:3 method="wB97M-V/def2-TZVPD" spin_multiplicity=1 orbital_gap_ev=8.81 charge=+1 e_homo_ev=-14.49
H 1.22814 0.77482 1.51420
H -1.40351 1.29479 -2.30046
C 1.58176 0.24290 0.66456
H -2.37926 -1.67913 0.51619
H 2.59353 -0.24998 0.72693
C -1.70658 -0.05848 -0.55744
N -2.22479 -0.67690 0.31464
C -1.07706 0.63205 -1.54576
N 0.23777 0.83993 -1.26079
N 0.89627 0.41177 -0.38452

---

c) takes first place; second place is 116.4 kJ/mol up.

---

a) 12
Properties=species:S:1:pos:R:3 method="wB97M-V/def2-TZVPD" spin_multiplicity=1 orbital_gap_ev=11.07 e_homo_ev=-10.29
H -0.37096 -2.56463 -0.46988
H 0.60305 -2.18366 1.02908
Cl 2.97752 -0.17786 -0.06406
O 1.25415 1.79813 0.15901
C -0.11260 2.20449 0.16820
H 1.50206 -2.32694 -0.49240
C 1.31259 0.20535 0.00728
H -0.72681 1.80320 -0.58627
N 0.30113 -0.52816 -0.04120
H -0.62642 2.02520 1.09026
H -0.14014 3.25531 0.03372
C 0.50589 -1.98898 -0.00771

---

b) 12
Properties=species:S:1:pos:R:3 method="wB97M-V/def2-TZVPD" spin_multiplicity=1 orbital_gap_ev="8.24 / 8.24" e_homo_ev="-9.02 / -9.02"
O -0.52990 -1.32526 0.05849
H -2.30132 -1.17888 0.98075
C 1.08329 0.25614 -0.41152
H -2.27395 -1.61865 -0.57629
H 1.07744 2.35444 -0.44918
H -1.08762 0.74315 0.19231
N -1.84133 -1.73667 0.30227
C 1.48465 1.44974 -0.77854
C -0.25493 -0.00929 0.10821
H 1.54322 -0.74783 -0.49885
Cl 0.68749 0.45595 2.32901
H 2.41295 1.35716 -1.25667

---

a) takes first place; second place is 225.9 kJ/mol up.

---

a) 17
Properties=species:S:1:pos:R:3 method="wB97M-V/def2-TZVPD" spin_multiplicity=1 orbital_gap_ev=9.28 smiles="[H]/N=N/C(Cl)=C/C(C)C" e_homo_ev=-8.92
C 0.33206 0.02243 -0.44972
C 1.12171 -1.68521 1.23665
H 1.60614 -3.27782 3.98335
N 1.47807 -3.06699 3.00136
H -1.49213 -1.20833 -0.87461
H -0.99615 0.10500 -1.93358
C 0.60869 1.53031 -0.57280
H -1.89785 0.41560 -0.36635
H 0.14089 0.04975 1.66829
N 1.17197 -1.95720 2.64121
H 0.13176 1.87783 -1.51596
C -1.13541 -0.20902 -0.89698
H 1.63084 1.76440 -0.62051
C 0.61176 -0.51869 0.90572
H 0.92880 -0.46088 -1.19960
H 0.25557 2.16721 0.16390
Cl 1.47447 -2.85611 0.09795

---

b) 17
Properties=species:S:1:pos:R:3 method="wB97M-V/def2-TZVPD" spin_multiplicity=1 orbital_gap_ev=9.20 e_homo_ev=-8.45
N 2.62588 1.35498 -1.04109
H 2.66392 0.33079 -0.93222
Cl -1.81218 -1.08026 -0.27193
C -0.82438 1.88996 0.12331
H -1.55182 1.73330 -0.65807
H -1.25671 1.55396 1.06535
H -0.04212 -3.29141 0.43638
C 0.06745 -2.44730 1.14761
H -0.59546 2.93646 0.22085
H 1.09996 -2.45196 1.57354
N 0.42213 1.16040 -0.09795
C 0.62592 -0.11991 0.40674
C 1.49461 1.82166 -0.66984
H 1.60988 -0.29039 0.84862
H -0.60698 -2.62029 1.97560
C -0.23004 -1.14845 0.46162
H 1.34899 2.88045 -0.75052

---

b) takes first place; second place is 155.4 kJ/mol up.

---

a) 80
Properties=species:S:1:pos:R:3 method="wB97M-V/def2-TZVPD" spin_multiplicity=1 orbital_gap_ev=7.85 smiles="NC(N)=O.NC(N)=O.NC(N)=O.NC(N)=O.NC(N)=O.NC(N)=O.NC(N)=O.NC(N)=O.NC(N)=O.NC(N)=O" e_homo_ev=-8.14
H 2.71977 0.78716 -1.94949
H -1.16625 2.93780 1.79457
H -1.86511 2.59153 5.01575
H -2.83609 -3.77313 1.82009
H 1.67159 -1.19488 -0.70703
H -1.17882 -5.56984 -1.24700
H 2.91208 4.24390 -1.45745
N 2.54718 3.41517 -1.90484
C -1.17852 3.88089 3.57808
H -0.60035 -2.06368 -2.38009
N -3.22807 -2.85766 1.65171
H 3.96006 -5.60478 1.69396
N 0.12976 6.54411 0.53991
H -1.82898 2.12808 3.28266
C 0.92712 5.70110 -0.03233
H -4.20591 5.72700 -1.41901
C 3.40011 -3.78128 0.97003
O 1.86579 2.29456 -3.65534
N 4.18598 -4.63263 1.53909
H 0.97365 3.73675 -0.12128
C 3.51927 -0.99509 -2.36019
C -0.59277 -3.95307 -1.63098
O -0.78205 -5.69547 3.71243
O 1.12739 1.15501 -0.46803
H 1.70962 -3.93555 -0.00869
N -1.42086 -4.88785 -1.95157
H -1.05759 1.18723 0.42354
H -0.61525 4.48851 0.05388
N -1.76363 -5.42951 1.79532
O 0.17113 -3.85815 -0.65039
N -4.24342 3.48581 -1.49342
N -3.48419 5.36532 -0.81203
N 0.19815 -4.66256 2.11253
O 1.97006 6.06337 -0.55927
H -5.00956 3.98771 -1.91913
H 4.06381 -2.01567 -0.60457
H 3.21127 4.05640 -4.78792
O 3.29379 -1.03679 -3.57862
N 3.28724 0.02599 -1.60495
H 2.63759 -5.46011 0.37781
H -3.89985 -2.69349 2.38783
H -2.59828 -5.90009 2.11471
O -3.28158 -3.31379 -0.49067
H 1.98151 2.80453 -1.33280
N -3.52381 -1.26091 0.32927
H 0.17587 -1.89663 -0.14602
O -0.68773 4.93251 3.26258
H 0.99764 -4.58429 2.72474
H -1.39272 -0.59733 0.36788
H 4.14750 -2.80691 -2.16068
C 0.37417 0.14440 -0.22316
H -3.85457 -0.99629 -0.58762
H -2.34362 -4.48322 -1.88170
N -1.54615 3.52701 4.80781
C 2.54263 3.17562 -3.16010
N 3.21968 3.97902 -3.78093
H -1.35723 4.15331 5.57733
N -0.77277 -3.03386 -2.60178
H 5.06780 -4.23398 1.82821
H -4.15326 2.47989 -1.50342
H 0.40102 7.51699 0.54561
O -2.18918 3.54149 -0.46135
N 2.53537 -4.46639 0.22891
H -1.09408 -3.35033 -3.50549
C -3.21785 4.06046 -0.86232
N 0.71930 -1.08109 -0.39032
O 3.48381 -2.54050 1.01103
C -3.39245 -2.56167 0.44813
N 0.36957 4.54510 -0.16296
H -3.23373 5.97544 -0.04709
N -1.45008 2.90711 2.76338
H -1.51405 -5.31001 0.82397
H -3.40373 -0.62328 1.10328
N -0.79259 0.21495 0.35618
H 0.19679 -4.21978 1.20475
H 3.47879 -0.09616 -0.62082
H -0.42078 6.16513 1.29712
N 4.02466 -1.96746 -1.61266
C -0.78153 -5.19299 2.60385
H 3.76049 4.69183 -3.31239

---

b) 80
Properties=species:S:1:pos:R:3 method="wB97M-V/def2-TZVPD" spin_multiplicity=1 orbital_gap_ev=9.44 smiles="NC(N)=O.NC(N)=O.NC(N)=O.NC(N)=O.NC(N)=O.NC(N)=O.NC(N)=O.NC(N)=O.NC(N)=O.NC(N)=O" e_homo_ev=-9.42
C -0.72448 6.31160 -3.79555
N -1.04194 5.04949 -3.80429
H -4.48487 9.23386 0.57575
O -2.36962 -2.43970 -3.38059
H -5.39588 -3.37816 -3.55493
N -5.14872 7.61122 3.14981
H 1.76442 -8.52074 -4.23853
H -1.41861 8.04984 -3.86946
N -5.87832 1.62336 1.21658
H 2.68442 -1.61025 6.76850
C -3.46210 -2.72648 -3.76902
H -0.48577 0.46440 -0.64396
H 3.77433 4.17796 5.76946
H -5.53717 3.05217 -1.48284
O 0.44560 6.76818 -3.69507
H 1.12698 -0.71113 -0.84629
H -5.13261 2.13841 1.66238
H -2.97290 -2.61111 -5.56457
H -5.69395 8.29262 3.65826
C 3.97283 -6.97073 1.89735
H -0.30182 4.36629 -3.72970
H 1.36676 1.82619 -6.31157
C 2.29180 0.11791 -6.00470
O 2.95206 0.62409 -5.07276
H -4.68657 -3.06716 -5.28576
N 4.39364 3.65748 6.37414
N 1.54171 -0.64088 0.07195
H 0.62632 -9.58341 -3.52916
H 5.44079 -2.91024 4.46680
H 2.41736 -1.08449 0.30976
O 3.24429 4.22246 8.11756
H 1.76068 -1.32407 -7.20457
C 4.12880 3.58598 7.59593
N 5.01887 2.85689 8.16703
N -3.78098 -2.74650 -4.97400
N -4.88270 8.91281 1.44681
C 0.40713 -7.61689 -3.00261
H 3.87231 -6.53712 3.88813
N 0.84654 -6.45355 -3.49515
H 2.92368 -1.74557 -5.93103
H -1.95986 4.63589 -3.72378
O -0.56027 -7.74225 -2.29301
H -4.48620 -3.10928 -2.09995
H -0.38370 1.65574 0.72315
N 3.04181 -1.63387 5.82415
O 4.23689 -5.80511 1.47559
O -7.36809 1.82116 -0.40832
O 1.47984 0.76307 1.80423
H 5.54131 2.21680 7.58614
C -4.64884 7.74759 1.98577
H 5.03835 3.09367 5.83883
N 3.97656 -8.00242 1.14448
N 3.63181 -7.19442 3.15997
H -5.48783 9.45984 2.04237
C -6.31468 2.09649 0.08435
H 5.04008 2.76385 9.17253
N 1.42348 0.85380 -6.57866
N -0.02589 0.91937 0.13168
O 4.19713 -3.38135 6.46225
N 4.75387 -2.18448 4.61351
C 3.97297 -2.45127 5.70247
N -4.53365 -3.09957 -3.10879
H -2.60563 6.72629 -4.28015
H 3.38242 -8.10503 3.51871
H 4.11778 -7.94202 0.14622
C 1.04900 0.35859 0.71300
N 1.02293 -8.65527 -3.56608
H 3.72645 -8.89844 1.53779
H -4.99106 6.69792 3.55120
H 0.34466 -5.63116 -3.19202
H 0.94556 0.52632 -7.40598
H -6.54508 1.11602 1.78060
N -5.39065 2.69229 -0.55058
N 2.39971 -1.06756 -6.46567
H 2.68838 -0.93963 5.18132
O -3.87084 6.94344 1.53364
H 4.40463 -1.67461 3.81466
H 1.78764 -6.33199 -3.84104
N -1.72731 7.09075 -3.93977
H -4.90636 3.40577 -0.02475

---

c) 80
Properties=species:S:1:pos:R:3 method="wB97M-V/def2-TZVPD" spin_multiplicity=1 orbital_gap_ev=8.50 smiles="NC(N)=O.NC(N)=O.NC(N)=O.NC(N)=O.NC(N)=O.NC(N)=O.NC(N)=O.NC(N)=O.NC(N)=O.NC(N)=O" e_homo_ev=-8.60
H -4.56595 5.20087 -1.16874
O -0.61046 -1.41199 0.38449
H 3.00781 0.93538 3.50822
C -0.08956 3.20796 -2.29005
H -4.84221 3.60130 -2.67145
C -0.60061 -0.31856 -0.18125
H -5.58880 -2.28811 1.95548
C -4.08224 -2.32658 0.53409
N 0.41019 -2.58070 3.02806
N 0.19501 4.42097 -2.84506
N 1.28538 -4.54762 3.88999
N 3.10038 2.53611 -0.92628
H -3.77283 1.08867 0.75443
H 0.18008 1.48375 -0.55464
H -0.11621 -2.16749 2.27068
H 1.32403 -5.54206 3.76098
N -5.31175 -2.59918 1.04369
H 3.74957 5.42589 -2.06072
H 3.12444 -0.84732 -4.25228
C 3.67683 -0.14476 2.03954
H 2.98137 2.05093 -0.05071
H 4.72527 0.62936 3.67665
H -2.17875 -2.02324 0.97907
N 2.32748 -3.33690 0.37003
H 0.30271 5.18038 -2.20010
O 4.09838 -4.19029 -0.74973
H 4.72812 -1.23934 0.61742
H -0.33003 1.25842 -2.71280
O 3.48488 4.43562 0.30051
N -3.97961 4.66048 -0.55777
N 2.68027 -5.59389 0.43804
O -0.25700 -4.60622 2.22917
H -5.99951 -2.90867 0.38239
N -1.64665 0.05492 -1.03072
H 3.46490 2.06440 -1.73180
C 3.31124 3.88339 -0.76887
O -0.34334 3.07911 -1.09550
H 5.62548 -0.61294 1.95409
H 3.23552 -6.41348 0.29778
N 3.87797 -0.91972 -3.59854
H -5.61801 2.34168 1.01860
H 0.72846 -2.11794 3.85744
N -3.07312 -2.11858 1.46905
O 2.56129 -0.09655 1.50335
N -0.04134 2.13292 -3.13087
C -3.78639 3.34495 -0.90628
H 2.61178 -2.46542 -0.03777
C -5.55133 0.42157 1.71009
H -7.17799 1.66335 1.44586
H -3.20759 5.09670 -0.08412
C 3.66613 -0.82158 -2.24400
H -4.22613 2.00489 -2.37383
H 4.83440 -0.99077 -3.89312
O 4.59109 -0.95329 -1.45486
C 3.09941 -4.37946 -0.07955
H -2.28409 -0.70154 -1.23474
H 2.03323 -3.98364 4.24626
N 0.35392 0.62004 -0.05311
O -6.15731 -0.52318 2.19276
H -3.69135 -0.37623 1.68677
C 0.39565 -3.94386 3.03562
H 0.39687 4.43609 -3.82509
O -3.84020 -2.33201 -0.67220
H -1.86964 1.03166 -0.87672
H 1.11611 0.42736 0.58780
N 4.73498 -0.80557 1.53201
H 0.32287 2.18157 -4.06196
N -4.34331 2.96029 -2.08682
N 3.16192 4.61534 -1.93790
N 3.83113 0.39746 3.28778
N -4.23960 0.38730 1.32509
O -3.17015 2.59131 -0.16134
N -6.19412 1.56735 1.28908
H -3.18023 -2.79787 2.20802
H 1.59374 -0.69366 -2.48849
H 1.39642 -3.41775 0.74281
H 3.09474 4.11287 -2.80911
H 2.31251 -0.95044 -0.86839
N 2.35014 -0.91147 -1.87347
H 1.88330 -5.53279 1.04764

---

c) takes first place; second place is 657.2 kJ/mol up.

---

a) 7
Properties=species:S:1:pos:R:3 method="wB97M-V/def2-TZVPD" spin_multiplicity=1 orbital_gap_ev=7.66 e_homo_ev=-8.92
S -3.67252 -1.13151 -1.65244
H -1.85358 1.25692 -2.12289
Si -2.07933 0.01491 -1.40173
H 1.14368 -0.36086 2.37820
Si 1.17634 -1.41153 1.32872
H -0.97005 -0.24441 -0.49606
H 1.82780 -0.56596 0.29531

---

b) 7
Properties=species:S:1:pos:R:3 method="wB97M-V/def2-TZVPD" spin_multiplicity=1 orbital_gap_ev=7.40 e_homo_ev=-8.83
H 0.51117 -0.25216 -0.60781
H 1.78548 -0.58380 1.49447
Si 1.93364 -0.33103 0.11778
H -3.35141 0.93285 0.65044
H -2.24813 0.47120 -1.14800
Si -2.38352 0.03389 0.20719
S 3.75276 -0.27095 -0.71406

---

a) takes first place; second place is 41.5 kJ/mol up.